# 1
{
  "formula": "C4H5N",
  "method": "the ωB97M-V functional and the def2-TZVPD basis",
  "species": ["N", "C", "C", "C", "C", "H", "H", "H", "H", "H"],
  "coordinates": [[-0.97720, -0.28175, -1.20352], [2.10895, -0.88324, -0.25820], [-0.17003, -0.10200, -0.17308], [1.01399, -0.36944, 0.46474], [-1.41696, 0.68055, -0.18995], [2.94638, -0.94460, 0.47640], [-1.31357, 1.74624, -0.40363], [0.98537, -0.08617, 1.51987], [-2.28043, 0.40186, 0.40819], [-0.85134, -0.22011, -2.20468]],
  "atomic_forces_ev_per_a": [[0.375, -0.041, 0.039], [-0.352, 0.018, 0.482], [-0.317, -0.014, -0.189], [0.171, -0.090, -0.133], [-0.178, 0.188, 0.191], [-0.153, 0.005, -0.341], [0.018, -0.195, 0.074], [0.215, 0.132, -0.071], [0.064, -0.053, -0.181], [0.157, 0.051, 0.130]],
  "lowdin_charge": [0.128, 0.025, -0.265, -0.254, -0.049, -0.026, 0.110, 0.083, 0.102, 0.146],
  "homo_energy_ev": -7.8,
  "mol_weight_g_mol": 67.1,
  "e_lumo_ha": -0.006,
  "homo_lumo_gap_ha": 0.2826,
  "total_energy_ev": -5713.49996
}

# 2
{
  "formula": "C3H9N3O",
  "method": "the ωB97M-V functional and the def2-TZVPD basis",
  "species": ["O", "N", "N", "N", "C", "C", "C", "H", "H", "H", "H", "H", "H", "H", "H", "H"],
  "coordinates": [[-0.40598, -1.21853, -2.68286], [0.79743, -0.41878, -2.22617], [0.10786, 0.88893, -0.27294], [0.40592, 0.58575, 2.73702], [-0.20414, -0.34693, 0.40725], [-0.72503, 0.03241, 1.80339], [0.56258, 0.80002, -1.43504], [-1.11510, -1.09312, -0.06073], [0.31098, 0.59781, 3.70749], [0.62879, -1.14107, 0.58050], [-1.86804, 0.45312, 1.71775], [0.73356, 1.56644, 2.46324], [-0.98327, -0.75115, -3.55156], [0.72992, 1.64123, -2.09386], [-0.91173, -1.07426, 2.06490], [1.93622, -0.52186, -3.15837]],
  "atomic_forces_ev_per_a": [[-0.060, 2.999, -2.322], [1.635, -2.144, -2.468], [0.350, -1.209, -1.052], [-0.612, 1.356, -4.338], [-1.675, -2.223, 1.017], [-0.952, -2.246, 1.248], [-0.086, -0.504, -2.840], [2.399, 2.525, 0.710], [-1.010, -0.350, 1.585], [-0.796, 1.850, -0.755], [3.063, -0.119, 0.531], [-0.926, -1.984, 0.201], [2.839, -1.313, 3.664], [0.387, 0.782, 0.603], [0.068, 1.711, 0.989], [-4.624, 0.869, 3.228]],
  "lowdin_charge": [-0.209, -0.141, 0.055, -0.010, -0.317, -0.294, -0.263, 0.167, 0.006, 0.137, 0.135, 0.080, 0.187, 0.092, 0.095, 0.280],
  "homo_energy_ev": -9.1,
  "mol_weight_g_mol": 103.1,
  "e_lumo_ha": 0.004,
  "homo_lumo_gap_ha": 0.3383,
  "total_energy_ev": -9767.33482
}

# 3
{
  "formula": "C3H7N2S",
  "method": "the ωB97M-V functional and the def2-TZVPD basis",
  "species": ["S", "N", "N", "C", "C", "C", "H", "H", "H", "H", "H", "H", "H"],
  "coordinates": [[-2.53896, -0.02262, 0.97952], [0.56641, -0.82352, 1.22115], [0.84508, -0.42673, 0.18416], [-1.92570, 0.80869, -0.47684], [-1.05559, -0.02913, -1.13303], [1.91729, -0.25480, -0.76430], [1.56114, 0.41315, -1.63567], [2.31887, -1.18223, -1.05884], [-3.73007, 0.52452, 0.75191], [2.77953, 0.35777, -0.19193], [-1.07769, -1.02253, -0.94162], [-2.17068, 1.84178, -0.62878], [-0.50613, 0.31992, -1.99210]],
  "atomic_forces_ev_per_a": [[-0.298, 0.869, -0.978], [1.019, 2.013, -4.566], [-0.826, -2.369, 5.728], [1.475, -3.135, 0.870], [-0.970, 4.703, -1.026], [1.670, 4.568, -0.649], [0.595, -1.412, 1.527], [0.078, -1.325, -0.337], [-0.495, 0.095, 0.718], [-2.070, -1.396, -1.090], [-0.180, -2.872, 0.428], [0.107, 0.240, -0.331], [-0.105, 0.021, -0.293]],
  "lowdin_charge": [0.784, 0.376, -0.036, -0.441, -0.151, 0.015, 0.129, 0.095, -0.108, 0.181, 0.017, 0.075, 0.062],
  "homo_energy_ev": [-13.1, -13.1],
  "mol_weight_g_mol": 103.2,
  "e_lumo_ha": [-0.238, -0.238],
  "homo_lumo_gap_ha": [0.2437, 0.2435],
  "charge": 1,
  "total_energy_ev": -17029.03680
}

# 4
{
  "formula": "C14H13N3O5",
  "method": "the ωB97M-V functional and the def2-TZVPD basis",
  "species": ["O", "O", "O", "O", "O", "N", "N", "N", "C", "C", "C", "C", "C", "C", "C", "C", "C", "C", "C", "C", "C", "C", "H", "H", "H", "H", "H", "H", "H", "H", "H", "H", "H", "H", "H"],
  "coordinates": [[4.65857, -0.51325, -1.65930], [-1.95515, 2.01315, -1.95844], [5.92793, 0.07105, -0.01033], [-3.74709, 0.27207, 0.37478], [2.61216, 0.79341, -0.64121], [-1.76605, 2.08692, 0.32022], [4.86849, 0.05514, -0.60883], [-0.45350, 2.02052, 0.59252], [-2.43127, 1.85113, -0.86371], [-1.10783, -1.82631, -1.12524], [-2.69317, -0.61509, 0.20557], [3.79765, 0.75247, -0.00815], [-2.05452, -1.06916, 1.35289], [0.80615, -3.08286, -0.11386], [3.73391, 1.40890, 1.20340], [-0.93954, -1.88004, 1.25157], [-2.22671, -1.01923, -1.03991], [-3.83322, 1.29132, -0.60124], [1.76735, 1.46699, 0.15406], [2.41765, 1.86895, 1.31007], [0.40483, 1.62104, -0.26564], [-0.43343, -2.25128, 0.01281], [-2.43214, -0.76578, 2.31716], [-0.74458, -2.12075, -2.09906], [-4.25915, 0.93307, -1.54509], [-2.71931, -0.70260, -1.94552], [4.54118, 1.52433, 1.89709], [0.17907, 1.32974, -1.28842], [-0.44500, -2.20861, 2.15414], [0.57466, -4.04009, -0.57948], [-4.49379, 2.05742, -0.18592], [1.53848, -2.58040, -0.74443], [-2.32075, 2.10346, 1.16921], [1.25264, -3.27027, 0.85909], [1.97549, 2.42461, 2.10920]],
  "atomic_forces_ev_per_a": [[-0.058, -0.113, -0.257], [0.109, -0.049, -0.158], [0.135, 0.047, 0.134], [-0.002, -0.328, 0.157], [0.127, -0.299, -0.466], [-0.571, 0.215, 0.155], [0.160, -0.194, -0.230], [0.974, -0.033, 0.177], [-0.125, 0.086, 0.124], [0.091, -0.039, 0.183], [0.130, -0.157, 0.124], [-0.513, 0.854, 1.277], [-0.263, 0.124, -0.120], [-0.015, -0.043, -0.045], [0.386, -0.594, -0.900], [-0.037, 0.027, -0.078], [-0.317, 0.135, 0.062], [-0.012, 0.072, -0.221], [0.746, 0.532, 1.535], [-0.581, -0.188, -0.775], [-0.854, -0.127, -0.638], [-0.003, -0.004, -0.063], [-0.042, 0.072, 0.110], [0.038, -0.024, -0.117], [0.143, 0.110, 0.089], [-0.046, 0.084, -0.086], [0.172, -0.016, 0.092], [-0.157, 0.075, 0.020], [0.067, -0.042, 0.080], [0.061, -0.096, 0.000], [0.042, -0.055, -0.074], [0.105, -0.005, -0.006], [0.165, -0.108, -0.299], [0.073, -0.043, 0.042], [-0.125, 0.127, 0.171]],
  "lowdin_charge": [0.105, 0.102, 0.087, -0.058, 0.137, 0.051, -0.357, 0.100, -0.450, -0.031, -0.283, -0.211, -0.007, -0.046, 0.050, -0.037, -0.014, -0.101, -0.223, 0.018, -0.051, -0.285, 0.119, 0.121, 0.133, 0.119, 0.123, 0.131, 0.112, 0.083, 0.138, 0.079, 0.156, 0.075, 0.114],
  "homo_energy_ev": -8.8,
  "mol_weight_g_mol": 303.3,
  "e_lumo_ha": -0.030,
  "homo_lumo_gap_ha": 0.2924,
  "total_energy_ev": -29431.98817
}